No. 1
C25H42N2O5OsP | wB97M-V/def2-TZVPD

```
! RIJCOSX wB97M-V def2-TZVPD def2/J DEFGRID3
* xyz -1 1
Os 0.42952 -0.65508 0.44263
C 2.05963 -0.64357 -0.43488
C 3.10717 -0.01399 -1.14801
C 4.11876 -0.76218 -1.79121
C 5.07303 -0.15288 -2.58476
C 5.07111 1.22656 -2.75970
C 4.11509 1.98547 -2.08983
C 3.17144 1.38892 -1.27682
H 4.11226 -1.83806 -1.66086
H 5.83247 -0.75106 -3.07554
H 5.80046 1.70202 -3.40311
H 4.11320 3.06241 -2.21311
H 2.44328 1.97902 -0.73139
C -2.22847 -2.20738 -1.24266
C -2.57220 -1.61909 0.13779
C -2.76083 -2.78205 1.13313
C -3.89823 -0.85909 0.02794
O -1.58956 -0.74095 0.57244
H -3.01327 -2.88502 -1.59485
H -1.28162 -2.74381 -1.18046
H -2.10441 -1.39439 -1.96138
H -3.40556 -3.55984 0.71001
H -3.21126 -2.41356 2.05742
H -1.78879 -3.20905 1.37248
H -4.71034 -1.52855 -0.27297
H -3.80139 -0.05804 -0.70757
H -4.13789 -0.40920 0.99299
C -1.55507 4.77531 -1.87206
C -1.19083 3.41415 -1.29289
C -2.45567 2.65767 -0.88854
C -0.39689 2.60247 -2.31268
O -0.34204 3.70108 -0.16326
P -0.20551 2.70587 1.11051
O -1.40104 2.74150 1.96924
O 0.31556 1.39982 0.57097
O 1.09071 3.35560 1.80574
C 1.25039 4.71087 2.24151
C 2.08171 4.64155 3.51700
C 2.01645 5.46559 1.15636
C -0.06889 5.42469 2.53688
H -2.17511 4.65381 -2.76220
H -0.64728 5.31843 -2.14409
H -2.10103 5.36246 -1.13128
H -3.12030 2.56504 -1.75037
H -2.96671 3.18472 -0.08273
H -2.20066 1.66151 -0.51853
H -0.99980 2.40299 -3.20168
H -0.09146 1.65381 -1.86953
H 0.50050 3.15066 -2.60994
H 3.00415 4.08884 3.33091
H 1.52045 4.12585 4.29782
H 2.33123 5.64741 3.86176
H 2.98690 4.99355 0.98812
H 2.16875 6.50742 1.44760
H 1.44953 5.42765 0.22572
H -0.66486 4.84099 3.23782
H -0.65221 5.53908 1.62261
H 0.14158 6.40927 2.95945
N 0.48327 -2.53313 0.59061
C 0.57408 -3.67504 0.83317
N 0.63923 -4.96938 0.53536
C 0.57839 -5.98715 1.57567
C -0.84385 -6.52261 1.72650
C -1.32384 -7.07125 0.38007
C -1.25225 -5.97161 -0.68235
C 0.17209 -5.43349 -0.77718
H 0.95047 -5.56689 2.50777
H 1.24009 -6.80950 1.28016
H -1.50115 -5.70929 2.04652
H -0.86485 -7.30175 2.49251
H -2.34167 -7.45734 0.46275
H -0.67617 -7.90517 0.08381
H -1.91884 -5.15004 -0.40752
H -1.56956 -6.35342 -1.65590
H 0.23875 -4.60325 -1.47772
H 0.84969 -6.22694 -1.11224
*
```

## Properties
LUMO in Eh: 0.09124
Kohn-Sham gap in eV: 6.086
Relative energy (zero: lowest compared OMol25 entry of this formula, charge and spin) in kcal per mole: 20.5
Calculated total energy in eV: -51583.2297



No. 2
C10H16O | wB97M-V/def2-TZVPD

```
! RIJCOSX wB97M-V def2-TZVPD def2/J DEFGRID3
* xyz 0 1
C -0.27926 -1.82266 -1.94208
C -1.47412 -1.51312 -2.86112
C 0.22666 -0.53337 -1.35436
C 1.29353 0.14895 -1.93904
C -0.32762 0.01513 -0.20559
C 1.56842 1.45872 -1.56245
C -0.15747 1.35360 0.11786
C 0.84643 2.04840 -0.52742
O 1.21440 3.27586 -0.03309
H -0.52660 -2.54628 -1.16511
H 0.47805 -2.34495 -2.52531
H -2.39202 -1.43039 -2.27726
H 1.72586 -0.19182 -2.86936
H -1.03909 -0.56442 0.33958
H 2.49826 1.92973 -1.84760
H -0.70365 1.74462 0.96754
H 1.62263 3.79464 -0.74450
H -1.59661 -2.24698 -3.64987
H -1.36312 -0.53518 -3.33504
C 0.53658 -0.48000 3.33439
C -0.93885 -0.09165 3.50752
H 1.19508 0.06499 3.99938
H 0.66021 -1.55737 3.43945
H 0.79889 -0.26544 2.29925
H -1.10710 0.97261 3.74727
H -1.51158 -0.22407 2.59401
H -1.24791 -0.45954 4.49295
*
```

## Properties
LUMO in Eh: 0.03236
Kohn-Sham gap in eV: 9.347
SMILES: CCc1ccc(O)cc1.CC
Relative energy (zero: lowest compared OMol25 entry of this formula, charge and spin) in kcal per mole: 32.1
Calculated total energy in eV: -12676.3313



No. 3
C25H33N3O4 | wB97M-V/def2-TZVPD

```
! RIJCOSX wB97M-V def2-TZVPD def2/J DEFGRID3
* xyz 0 1
C 4.82596 0.82562 0.74153
H 5.07420 1.37196 -0.16442
H 5.51396 1.14561 1.52093
H 4.98794 -0.23100 0.55411
C 3.39615 1.12992 1.18210
H 3.27568 2.21689 1.19485
H 3.22141 0.79459 2.20547
C 2.26541 0.58066 0.29153
C 2.60994 0.70451 -1.19317
H 1.74276 0.45626 -1.80081
H 2.95150 1.70926 -1.42997
H 3.40531 0.00462 -1.44012
N 1.88719 -0.81699 0.58081
C 0.66599 -1.17826 0.14150
O -0.05335 -0.40865 -0.48184
C 0.17458 -2.59142 0.42690
N -1.19645 -2.67553 -0.00589
C -2.12981 -3.34677 0.70671
O -1.83704 -4.12571 1.59573
C -3.53821 -3.09835 0.27925
C -3.97355 -1.84498 -0.14046
C -5.29770 -1.65515 -0.49357
C -6.19376 -2.70985 -0.43538
C -5.76839 -3.95611 -0.00535
C -4.44867 -4.14708 0.35884
H -4.10093 -5.10702 0.70984
H -6.46821 -4.77687 0.05100
H -7.22561 -2.55720 -0.71632
H -5.63301 -0.67873 -0.81196
H -3.29253 -1.00596 -0.16410
H -1.46636 -1.93276 -0.63963
H 0.79642 -3.31430 -0.11472
H 0.20492 -2.82677 1.49627
C 2.80183 -1.76407 1.17840
C 3.62761 -2.48463 0.15319
C 4.94326 -2.84628 0.14681
C 5.16557 -3.51737 -1.08176
C 3.97195 -3.51036 -1.72999
O 3.03486 -2.89206 -0.99023
H 3.66747 -3.89377 -2.68309
H 6.08667 -3.93906 -1.42664
H 5.66298 -2.66928 0.91984
H 2.22832 -2.48962 1.76296
H 3.46949 -1.25182 1.86955
C 1.02693 1.40243 0.75173
O 0.58297 1.21892 1.86627
N 0.61199 2.38895 -0.06480
H 0.88923 2.35818 -1.03242
C -0.61845 3.11030 0.20542
C -0.46162 4.58667 -0.15172
C -1.75424 5.33803 0.15625
C -2.92729 4.72683 -0.60481
C -3.07734 3.24779 -0.25977
C -1.78662 2.49840 -0.57002
H -1.87162 1.44489 -0.30204
H -1.57591 2.55628 -1.64158
H -3.90349 2.81484 -0.82753
H -3.30888 3.14380 0.80217
H -3.84661 5.26181 -0.35856
H -2.75680 4.83281 -1.67893
H -1.64290 6.39052 -0.11279
H -1.95282 5.28505 1.22863
H 0.36790 5.01650 0.41284
H -0.23040 4.67791 -1.21644
H -0.79978 3.00299 1.27944
*
```

## Properties
LUMO in Eh: 0.02384
Kohn-Sham gap in eV: 9.658
SMILES: CC[C@](C)(C(=O)NC1CCCCC1)N(Cc1ccco1)C(=O)CNC(=O)c1ccccc1
Relative energy (zero: lowest compared OMol25 entry of this formula, charge and spin) in kcal per mole: 12.2
Calculated total energy in eV: -39122.5092



No. 4
C34H31N5O2P2Se2Ti | wB97M-V/def2-TZVPD

```
! RIJCOSX wB97M-V def2-TZVPD def2/J DEFGRID3
* xyz 2 1
Ti 1.06558 -1.82528 -2.54975
C -1.14139 -4.63353 -1.97836
C -0.40097 -3.84184 -3.01074
C 0.94603 -4.11856 -3.31742
C 1.61773 -3.40381 -4.31739
C 0.98726 -2.34330 -4.97061
C -0.35030 -2.05266 -4.67330
C -1.03472 -2.80492 -3.71567
H -2.20229 -4.67749 -2.22128
H -1.03618 -4.16911 -0.99768
H -0.75129 -5.64813 -1.91043
H 1.43686 -4.94576 -2.82691
H 2.61794 -3.68728 -4.59613
H 1.50848 -1.78313 -5.73239
H -0.86425 -1.25920 -5.19433
H -2.07422 -2.58733 -3.52066
N 4.02790 -2.15283 -2.73379
N 4.30750 -0.81278 -3.01600
C 3.33523 0.14093 -2.94721
O 3.46333 1.30347 -3.08221
O 2.08906 -0.46212 -2.67556
H 4.36280 -2.39630 -1.80776
H 4.51502 -2.73069 -3.40867
H 5.25852 -0.48070 -3.05707
Se 0.30648 3.89597 -0.56503
P -1.22491 2.65515 0.14230
C -2.90350 3.12651 -0.28592
C -3.96351 2.21953 -0.27524
C -5.25086 2.66273 -0.51882
C -5.48420 4.01083 -0.77271
C -4.43043 4.91065 -0.78988
C -3.13412 4.47010 -0.55077
C -1.25682 2.38550 1.92750
C -0.52567 3.24136 2.74540
C -0.64972 3.15322 4.12764
C -1.51048 2.22156 4.68971
C -2.24479 1.36706 3.87478
C -2.11717 1.44363 2.49747
C -0.98602 1.01736 -0.67792
C -0.16016 -0.08066 -0.53593
N -0.34280 -0.81553 -1.68592
N -1.21245 -0.16962 -2.50431
N -1.59640 0.90245 -1.91365
P 0.96650 -0.82139 0.66192
Se 1.59830 -2.72386 -0.30274
C 2.42549 0.13799 0.96390
C 3.69644 -0.44395 0.88270
C 4.81317 0.32271 1.16805
C 4.66428 1.65846 1.52427
C 3.40283 2.23017 1.61101
C 2.27696 1.47026 1.34248
C 0.14209 -1.23542 2.17243
C 0.78752 -1.01317 3.38668
C 0.18204 -1.43717 4.56052
C -1.04500 -2.08151 4.51426
C -1.69280 -2.29572 3.29813
C -1.10425 -1.87064 2.12213
H -3.79125 1.16438 -0.09574
H -6.07467 1.96037 -0.51710
H -6.49238 4.35557 -0.96545
H -4.61170 5.95801 -0.99529
H -2.30254 5.16416 -0.57781
H 0.11721 3.98748 2.29095
H -0.09088 3.82960 4.76302
H -1.62249 2.16911 5.76686
H -2.93375 0.65696 4.31500
H -2.71546 0.79273 1.87042
H 3.81277 -1.48504 0.61651
H 5.80016 -0.11994 1.11722
H 5.54144 2.25716 1.73814
H 3.28925 3.27399 1.87663
H 1.30501 1.92590 1.41270
H 1.75130 -0.51707 3.41668
H 0.67367 -1.26776 5.51056
H -1.50893 -2.41595 5.43409
H -2.65420 -2.79308 3.27540
H -1.60216 -2.03880 1.17399
*
```

## Properties
LUMO in Eh: -0.28849
Kohn-Sham gap in eV: 4.622
Relative energy (zero: lowest compared OMol25 entry of this formula, charge and spin) in kcal per mole: 15.1
Calculated total energy in eV: -219679.9895



No. 5
C3H11NO3 | wB97M-V/def2-TZVPD

```
! RIJCOSX wB97M-V def2-TZVPD def2/J DEFGRID3
* xyz 0 1
C 3.10573 -0.51531 -0.19999
O 2.07454 -0.63393 0.74530
O -0.15697 1.31170 0.23522
H 0.65609 0.82004 0.43053
H 2.70200 -0.28932 -1.19124
H 3.71174 -1.42437 -0.24539
H 3.70540 0.31900 0.15908
C -1.68393 0.47944 -1.32208
C -2.16107 0.40492 1.03022
N -1.14168 0.29298 0.00728
O 1.15519 -1.63762 0.31064
H 0.74341 -1.93903 1.14450
H -0.87065 0.39442 -2.03995
H -1.68844 0.31816 2.00709
H -2.16940 1.45715 -1.44456
H -2.41122 -0.30803 -1.50832
H -2.86926 -0.41088 0.89726
H -2.70148 1.36067 0.98440
*
```

## Properties
LUMO in Eh: 0.03067
Kohn-Sham gap in eV: 9.334
SMILES: CN(C)O.COO
Relative energy (zero: lowest compared OMol25 entry of this formula, charge and spin) in kcal per mole: 137.1
Calculated total energy in eV: -10917.0597



No. 6
C15H35CeN4O9P | wB97M-V/def2-TZVPD

```
! RIJCOSX wB97M-V def2-TZVPD def2/J DEFGRID3
* xyz 1 2
O 2.83902 0.22640 -0.62773
H 3.80360 0.80138 0.01333
Ce 0.21903 -0.24866 -0.97517
N -0.80742 1.66228 -2.14903
N -0.08401 1.95224 0.25212
N -0.11871 -2.61385 -0.63195
N 0.04152 -1.09372 1.38323
O -1.27654 1.36366 -3.27941
O -0.17632 -3.44445 -1.77265
O 0.10645 -0.29703 2.49101
O 0.28495 2.02719 1.48895
C -0.56269 3.09528 -0.33048
C -0.95270 2.94571 -1.67612
C -0.22218 -3.26492 0.53688
C -0.12799 -2.40208 1.67606
C -1.49310 4.03294 -2.52359
H -0.90219 4.94807 -2.38398
H -2.53476 4.26748 -2.25802
H -1.45494 3.73846 -3.57756
C -0.68008 4.38555 0.40121
H -0.25259 4.28238 1.40142
H -1.73313 4.68900 0.48894
H -0.14865 5.18169 -0.13705
C -0.40343 -4.73784 0.65468
C -0.22719 -2.92253 3.07163
H -0.20770 -5.22312 -0.30555
H -1.42438 -4.99150 0.97764
H 0.28760 -5.14039 1.40754
H 0.14463 -2.17790 3.78057
H 0.36061 -3.84436 3.17299
H -1.26942 -3.16717 3.33307
H 0.03050 -2.82622 -2.51693
H 0.18904 0.66815 2.10097
C 4.96336 0.89204 0.11677
H 5.41010 0.99243 -0.87641
H 5.34794 -0.02040 0.58325
H 5.22914 1.76081 0.72745
O 0.38753 -0.97597 -2.81999
H 3.30272 -0.16820 -1.38460
H 0.22195 -0.75330 -3.75552
C -4.12958 -3.61438 0.54059
C -3.82602 -2.52728 -0.46262
O -3.71039 -1.26495 0.25178
P -2.59766 -0.10467 -0.14264
O -2.50271 0.68237 1.27139
C -3.41356 0.66012 2.38552
C -3.28986 -0.57449 3.23387
O -3.42878 0.90328 -1.11608
C -4.80538 1.31265 -1.02881
C -4.97059 2.47847 -1.96449
H -5.03118 -3.38904 1.12090
H -4.29439 -4.55626 0.01049
H -3.29292 -3.76144 1.23481
H -2.89413 -2.75919 -1.00163
H -4.63382 -2.42806 -1.19863
H -3.14820 1.54970 2.96350
H -4.44058 0.79377 2.02247
H -2.25406 -0.74736 3.53432
H -3.89226 -0.44568 4.13892
H -3.67165 -1.45129 2.70370
H -5.44944 0.47769 -1.33254
H -5.04480 1.60480 0.00424
H -4.65449 2.21274 -2.97768
H -6.02062 2.77950 -1.99660
H -4.37966 3.33582 -1.62713
*
```

## Properties
LUMO (spin up / spin down) in Eh: -0.17887 / -0.17972
Kohn-Sham gap (spin up / spin down) in eV: 5.096 / 5.069
Calculated total energy in eV: -62716.9340